# 1
# C17H23Br2F4LiNO5S2

C17H23Br2F4LiNO5S2 as an isolated structure (ωB97M-V/def2-TZVPD, the OMol25 dataset).

XYZ file:
```
55
C17H23Br2F4LiNO5S2 (ωB97M-V/def2-TZVPD)
C -1.28 -4.92 0.87
C -2.04 -3.64 0.47
C -1.50 -2.33 1.12
Br -0.23 -2.60 2.58
C -0.98 -1.35 0.05
C 0.42 -0.69 0.26
C 0.53 0.14 -1.01
Br 0.85 -0.91 -2.59
C 1.40 1.41 -1.02
C 2.91 1.16 -1.11
C 3.59 0.93 0.27
S 4.18 -0.79 0.39
N -0.90 0.67 -1.13
C -1.80 -0.06 -0.13
F -2.91 -0.37 -0.87
H -1.61 -5.74 0.23
H -0.21 -4.80 0.68
H -1.49 -5.17 1.91
H -2.03 -3.58 -0.62
H -3.08 -3.80 0.76
H -2.37 -1.86 1.58
H -1.11 -1.85 -0.91
H 0.24 0.03 1.08
H 1.23 -1.35 0.51
H 1.13 1.97 -1.93
H 1.19 2.08 -0.18
H 3.18 0.35 -1.79
H 3.36 2.07 -1.52
H 4.48 1.56 0.30
H 2.94 1.22 1.10
H 3.45 -1.37 1.37
H -0.96 1.66 -0.90
H -1.33 0.45 -2.04
H -1.99 0.52 0.76
C -0.54 5.92 2.47
C -0.90 4.80 1.83
C -0.20 3.51 2.07
O -0.55 2.51 1.47
C 0.90 3.50 3.05
C 1.27 4.61 3.69
C 0.58 5.90 3.46
O 0.90 6.91 4.03
H -1.03 6.87 2.31
H -1.72 4.78 1.11
H 1.39 2.55 3.21
H 2.08 4.62 4.41
C -0.91 -3.85 -4.72
F -1.95 -3.85 -5.57
F -0.11 -4.86 -5.09
F -0.23 -2.69 -4.90
S -1.42 -3.94 -2.94
O -2.13 -5.18 -2.85
O -2.23 -2.74 -2.77
O -0.15 -3.89 -2.23
Li -0.31 5.45 -0.61
```

Output
- Orbital gap: 3.75 eV
- Net charge: +1

Results of the natural (NBO) charge analysis, in e, for atoms 1 through 2: atom 1 (C): -0.609, atom 2 (C): -0.441

# 2
# C5H7F

One molecule with the formula C5H7F (ωB97M-V/def2-TZVPD, the OMol25 dataset).

XYZ file:
```
13
C5H7F (ωB97M-V/def2-TZVPD)
C -0.78 0.34 -1.72
C 0.43 0.90 -0.93
C 0.85 0.62 0.36
C 0.29 -0.66 0.90
C 0.32 -1.21 2.22
H -0.52 -0.46 -2.67
H -1.19 -0.48 -0.94
H -1.56 1.07 -1.90
H 1.38 1.45 0.91
H -0.35 -1.28 0.10
H 0.75 -0.32 2.97
H -0.43 -2.01 2.45
F 0.83 2.03 -1.74
```

Output
- Orbital gap: 9.17 eV
- Net charge: 0
- SMILES: C=C/C=C(\C)F
- Energy relative to the best compared isomer or geometry (same formula, charge and spin): 3.093 eV

Results of the natural (NBO) charge analysis, in e, for atoms 1 through 2: atom 1 (C): -0.687, atom 2 (C): 0.454

# 3
# C5H10O2

One molecule with the formula C5H10O2 (ωB97M-V/def2-TZVPD, the OMol25 dataset).

XYZ file:
```
17
C5H10O2 (ωB97M-V/def2-TZVPD)
O 0.73 2.27 -0.99
C 0.55 1.16 -1.33
O 1.51 0.46 -2.05
C -0.73 0.37 -1.13
C -0.49 -0.95 -0.37
C 0.30 -0.81 0.95
C -0.23 0.30 1.85
H 1.82 -0.26 -1.48
H -1.44 1.00 -0.59
H -1.14 0.14 -2.11
H 0.01 -1.63 -1.06
H -1.45 -1.40 -0.15
H 1.36 -0.61 0.75
H 0.27 -1.78 1.45
H 0.24 0.27 2.83
H 0.00 1.27 1.43
H -1.31 0.21 2.01
```

Output
- Orbital gap: 11.25 eV
- Net charge: 0
- SMILES: CCCCC(=O)O
- Energy relative to the best compared isomer or geometry (same formula, charge and spin): 0.735 eV

Results of the natural (NBO) charge analysis, in e, for atoms 1 through 2: atom 1 (O): -0.529, atom 2 (C): 0.799

# 4
# C4H10N2O2

One molecule with the formula C4H10N2O2 (ωB97M-V/def2-TZVPD, the OMol25 dataset).

XYZ file:
```
18
C4H10N2O2 (ωB97M-V/def2-TZVPD)
C 0.38 -0.35 0.39
C 0.44 -1.72 0.94
C 0.83 2.00 0.36
C -1.71 0.11 -0.87
N 0.91 0.68 0.97
N -0.29 -0.16 -1.01
O 1.48 0.60 2.09
O -0.13 -1.36 -1.74
H -0.51 -2.23 0.79
H 1.20 -2.31 0.42
H 0.68 -1.67 1.99
H 1.60 2.61 0.84
H 1.00 1.93 -0.71
H -0.14 2.45 0.54
H -2.09 0.45 -1.83
H -2.27 -0.78 -0.56
H -1.86 0.89 -0.13
H 0.48 -1.14 -2.47
```

Output
- Orbital gap: 8.89 eV
- Net charge: 0
- Energy relative to the best compared isomer or geometry (same formula, charge and spin): 5.626 eV

Results of the natural (NBO) charge analysis, in e, for atoms 1 through 2: atom 1 (C): 0.332, atom 2 (C): -0.685

# 5
# H10O5

H10O5 as an isolated structure (ωB97M-V/def2-TZVPD, the OMol25 dataset).

XYZ file:
```
15
H10O5 (ωB97M-V/def2-TZVPD)
O 2.06 -1.02 -0.41
H 2.57 -1.27 0.35
H 1.51 -1.78 -0.60
O 1.51 0.14 -1.77
H 0.81 0.41 -1.18
H 2.06 -0.45 -1.24
O -1.09 1.45 1.58
H -0.73 2.08 0.95
H -1.55 0.81 1.03
O -2.02 0.12 0.35
H -2.01 -0.76 0.74
H -2.94 0.32 0.24
O 0.13 0.29 -0.16
H -0.81 0.09 -0.21
H 0.50 -0.43 0.34
```

Output
- Orbital gap: 7.42 eV
- Net charge: 0
- Energy relative to the best compared isomer or geometry (same formula, charge and spin): 10.513 eV

Results of the natural (NBO) charge analysis, in e, for atoms 1 through 2: atom 1 (O): -0.828, atom 2 (H): 0.469

# 6
# C6H9N

One molecule with the formula C6H9N (ωB97M-V/def2-TZVPD, the OMol25 dataset).

XYZ file:
```
16
C6H9N (ωB97M-V/def2-TZVPD)
C 3.32 0.45 0.17
C 1.94 0.01 -0.05
C 0.80 -0.34 -0.24
C -0.54 -0.86 -0.52
N -1.67 -0.05 0.01
C -2.84 -0.31 -0.58
C -1.44 0.77 1.03
H 3.72 0.94 -0.72
H 3.96 -0.40 0.42
H 3.36 1.16 1.00
H -0.69 -0.92 -1.60
H -0.64 -1.87 -0.11
H -3.73 0.14 -0.17
H -2.85 -0.87 -1.50
H -2.26 1.38 1.37
H -0.46 0.78 1.49
```

Output
- Orbital gap: 7.48 eV
- Net charge: 0
- Energy relative to the best compared isomer or geometry (same formula, charge and spin): 4.325 eV

Results of the natural (NBO) charge analysis, in e, for atoms 1 through 2: atom 1 (C): -0.685, atom 2 (C): 0.049